[1]
Formula: C4H8O
Source: the OMol25 dataset
Level of theory: the ωB97M-V functional and the def2-TZVPD basis

```
13
Properties=species:S:1:pos:R:3
C 1.500 -0.478 0.850
C 0.538 0.497 0.176
C -0.806 -0.162 -0.123
C -1.590 0.484 -1.236
O -1.199 1.408 -1.909
H 1.703 -1.328 0.187
H 1.082 -0.878 1.781
H 2.458 -0.004 1.090
H 0.384 1.382 0.805
H 0.967 0.865 -0.762
H -0.661 -1.212 -0.421
H -1.451 -0.208 0.767
H -2.585 0.027 -1.431
```

SMILES: CCCC=O
DFT total energy in a.u.: -232.43499
Molar mass in g/mol: 72.107

natural (NBO) atomic charge list, values in e, 4 entries: -0.60 -0.40 -0.51 0.45

---

[2]
Formula: C4H8O
Source: the OMol25 dataset
Level of theory: the ωB97M-V functional and the def2-TZVPD basis

```
13
Properties=species:S:1:pos:R:3
C 1.157 -0.287 -1.323
C 0.360 0.563 -0.327
C -0.808 -0.111 0.280
C -0.846 -0.421 1.699
O -1.507 0.727 1.177
H 2.253 -0.242 -1.323
H 0.762 -1.254 -1.660
H 0.673 0.570 -1.855
H -0.157 1.467 -0.962
H 1.010 1.096 0.355
H -1.432 -0.681 -0.418
H -1.506 -1.204 2.058
H 0.040 -0.224 2.301
```

SMILES: CC[C@H]1CO1
DFT total energy in a.u.: -232.32381
Molar mass in g/mol: 72.107

natural (NBO) atomic charge list, values in e, 4 entries: -0.71 -0.39 0.05 -0.11

---

[3]
Formula: C4H8O
Source: the OMol25 dataset
Level of theory: the ωB97M-V functional and the def2-TZVPD basis

```
13
Properties=species:S:1:pos:R:3
C -0.577 0.938 1.592
C -0.018 0.763 0.225
C 0.197 -0.462 -0.282
C 0.777 -0.593 -1.663
O -0.165 -1.606 0.406
H -0.855 -0.005 2.069
H -1.516 1.516 1.537
H -0.004 1.427 2.387
H 0.361 1.652 -0.272
H 1.869 -0.684 -1.589
H 0.587 0.314 -2.207
H 0.343 -1.417 -2.217
H -0.999 -1.841 0.015
```

SMILES: C/C=C(/C)O
DFT total energy in a.u.: -232.41293
Molar mass in g/mol: 72.107

natural (NBO) atomic charge list, values in e, 4 entries: -0.66 -0.26 0.30 -0.66

---

[4]
Formula: C4H8O
Source: the OMol25 dataset
Level of theory: the ωB97M-V functional and the def2-TZVPD basis

```
13
Properties=species:S:1:pos:R:3
C 1.391 -0.431 0.004
C -0.091 -0.124 -0.036
C -0.501 1.118 -0.810
C -0.953 -0.664 1.020
O -0.939 -1.249 -0.273
H 1.875 0.148 0.798
H 1.550 -1.495 0.199
H 1.879 -0.179 -0.943
H 0.327 1.830 -0.889
H -1.347 1.632 -0.346
H -0.795 0.830 -1.824
H -0.522 -1.274 1.816
H -1.874 -0.143 1.284
```

SMILES: CC1(C)CO1
DFT total energy in a.u.: -232.40607
Molar mass in g/mol: 72.107

natural (NBO) atomic charge list, values in e, 4 entries: -0.63 0.20 -0.63 -0.11

---

[5]
Formula: C4H8O
Source: the OMol25 dataset
Level of theory: the ωB97M-V functional and the def2-TZVPD basis

```
13
Properties=species:S:1:pos:R:3
C -0.506 0.881 -1.225
C -0.234 -0.573 -0.825
C 0.743 -0.657 0.336
C 0.282 -0.141 1.686
O 1.868 -1.082 0.178
H -1.052 1.423 -0.446
H -1.104 0.923 -2.140
H 0.433 1.414 -1.413
H 0.217 -1.124 -1.656
H -1.177 -1.068 -0.556
H -0.757 -0.415 1.901
H 0.943 -0.535 2.460
H 0.343 0.953 1.701
```

SMILES: CCC(C)=O
DFT total energy in a.u.: -232.44563
Molar mass in g/mol: 72.107

natural (NBO) atomic charge list, values in e, 4 entries: -0.60 -0.50 0.60 -0.73

---

[6]
Formula: C4H8O
Source: the OMol25 dataset
Level of theory: the ωB97M-V functional and the def2-TZVPD basis

```
13
Properties=species:S:1:pos:R:3
C -1.214 -0.479 0.578
C -0.121 0.118 -0.275
O -0.608 0.776 -1.424
C 1.247 -0.491 -0.389
C 1.032 0.787 0.396
H -0.804 -1.097 1.383
H -1.890 -1.110 -0.016
H -1.799 0.334 1.026
H -1.531 0.505 -1.533
H 1.486 -1.397 0.163
H 1.737 -0.399 -1.356
H 1.089 0.732 1.482
H 1.376 1.723 -0.034
```

SMILES: CC1(O)CC1
DFT total energy in a.u.: -232.40867
Molar mass in g/mol: 72.107

natural (NBO) atomic charge list, values in e, 4 entries: -0.63 0.24 -0.70 -0.45

---

[7]
Formula: C4H8O
Source: the OMol25 dataset
Level of theory: the ωB97M-V functional and the def2-TZVPD basis

```
13
Properties=species:S:1:pos:R:3
C -1.576 0.603 0.263
C -0.754 -0.479 0.862
O 0.058 -1.566 -0.576
C 0.641 -0.599 0.336
C 1.371 0.456 -0.469
H -1.584 1.354 1.073
H -2.620 0.298 0.137
H -1.220 1.099 -0.649
H -0.346 -2.240 -0.003
H 1.336 -1.092 1.027
H 0.750 0.858 -1.273
H 1.671 1.279 0.189
H 2.274 0.031 -0.918
```

DFT total energy in a.u.: -232.30360
Molar mass in g/mol: 72.107

natural (NBO) atomic charge list, values in e, 4 entries: -0.76 0.07 -0.65 -0.03

---

[8]
Formula: C4H8O2
Source: the OMol25 dataset
Level of theory: the ωB97M-V functional and the def2-TZVPD basis

```
14
Properties=species:S:1:pos:R:3
C 1.521 -1.346 -0.647
C 0.166 -0.626 -0.524
O -0.559 -0.922 -1.456
C -0.594 0.217 0.608
C -0.444 1.753 0.655
O -1.957 -0.047 0.384
H 2.089 -0.906 -1.478
H 1.261 -2.356 -1.003
H 2.153 -1.441 0.234
H -0.322 -0.174 1.600
H 0.502 2.088 1.089
H -1.254 2.141 1.291
H -0.581 2.212 -0.330
H -1.980 -0.593 -0.422
```

SMILES: CC(=O)[C@@H](C)O
DFT total energy in a.u.: -307.66201
Molar mass in g/mol: 88.106

natural (NBO) atomic charge list, values in e, 4 entries: -0.71 0.57 -0.57 0.02

---

[9]
Formula: C4H8O2
Source: the OMol25 dataset
Level of theory: the ωB97M-V functional and the def2-TZVPD basis

```
14
Properties=species:S:1:pos:R:3
C -2.100 -0.466 -0.486
C -0.606 -0.283 -0.660
O -0.188 0.726 0.237
C 1.196 0.912 0.279
C 1.964 -0.077 1.151
O 3.092 0.169 1.501
H -2.638 0.448 -0.758
H -2.321 -0.696 0.560
H -2.463 -1.287 -1.111
H -0.072 -1.223 -0.448
H -0.359 0.007 -1.694
H 1.379 1.906 0.699
H 1.644 0.891 -0.730
H 1.472 -1.026 1.462
```

SMILES: CCOCC=O
DFT total energy in a.u.: -307.65365
Molar mass in g/mol: 88.106

natural (NBO) atomic charge list, values in e, 4 entries: -0.62 -0.06 -0.53 -0.18

---

[10]
Formula: C4H8O2
Source: the OMol25 dataset
Level of theory: the ωB97M-V functional and the def2-TZVPD basis

```
14
Properties=species:S:1:pos:R:3
O -1.505 -0.285 -1.158
C -0.913 0.914 -0.702
C 0.522 0.730 -0.209
C 1.160 -0.580 -0.588
C 0.687 -0.327 0.823
O -0.521 -0.832 1.348
H -1.485 -0.896 -0.403
H -0.929 1.601 -1.553
H -1.511 1.356 0.109
H 1.116 1.638 -0.134
H 0.569 -1.168 -1.283
H 2.235 -0.654 -0.729
H 1.478 -0.238 1.564
H -0.333 -1.335 2.144
```

SMILES: OC[C@@H]1C[C@@H]1O
DFT total energy in a.u.: -307.63725
Molar mass in g/mol: 88.106

natural (NBO) atomic charge list, values in e, 4 entries: -0.73 -0.06 -0.28 -0.46

---

[11]
Formula: C4H8O2
Source: the OMol25 dataset
Level of theory: the ωB97M-V functional and the def2-TZVPD basis

```
14
Properties=species:S:1:pos:R:3
C -0.069 -1.385 1.250
C -0.698 -0.559 0.207
O -0.851 1.510 0.508
C -0.281 1.435 -0.823
C 0.185 -0.030 -0.904
O 1.600 -0.180 -0.774
H 0.998 -1.202 1.449
H -0.649 -1.436 2.178
H -0.117 -2.393 0.790
H -1.479 0.606 0.459
H 0.566 2.129 -0.893
H -1.019 1.702 -1.596
H -0.056 -0.541 -1.849
H 1.871 0.345 -0.002
```

DFT total energy in a.u.: -307.52757
Molar mass in g/mol: 88.106

natural (NBO) atomic charge list, values in e, 4 entries: -0.74 0.09 -0.70 -0.09

---

[12]
Formula: C4H8O2
Source: the OMol25 dataset
Level of theory: the ωB97M-V functional and the def2-TZVPD basis

```
14
Properties=species:S:1:pos:R:3
C -1.450 0.192 1.194
C -1.191 -0.248 -0.217
O -1.185 -1.404 -0.625
O -1.184 0.791 -1.064
H -1.613 -0.668 1.835
H -2.311 0.858 1.215
H -0.596 0.762 1.553
H -1.109 0.465 -1.974
C 1.586 -0.691 -0.039
C 1.996 0.439 -0.585
H 1.717 -0.909 1.011
H 0.978 -1.435 -0.653
H 1.986 0.588 -1.655
H 2.377 1.260 0.006
```

SMILES: CC(=O)O.C=C
DFT total energy in a.u.: -307.66368
Molar mass in g/mol: 88.106

natural (NBO) atomic charge list, values in e, 4 entries: -0.73 0.81 -0.62 -0.69

---

[13]
Formula: C4H8O2
Source: the OMol25 dataset
Level of theory: the ωB97M-V functional and the def2-TZVPD basis

```
14
Properties=species:S:1:pos:R:3
O 0.287 -2.140 1.271
C -0.425 -1.312 0.389
C -0.460 0.076 0.824
C 1.265 1.239 -0.372
O 0.068 1.983 -0.419
C -0.954 1.016 -0.269
H 0.184 -3.054 0.979
H -1.531 -1.484 0.429
H -0.137 -1.490 -0.667
H 1.232 0.610 0.551
H 2.121 1.904 -0.267
H 1.374 0.590 -1.258
H -1.870 1.513 0.067
H -1.153 0.549 -1.258
```

DFT total energy in a.u.: -307.50584
Molar mass in g/mol: 88.106

natural (NBO) atomic charge list, values in e, 4 entries: -0.70 -0.26 0.13 -0.24

---

[14]
Formula: C4H8O2
Source: the OMol25 dataset
Level of theory: the ωB97M-V functional and the def2-TZVPD basis

```
14
Properties=species:S:1:pos:R:3
C -0.287 0.833 0.728
C 0.645 1.157 -0.431
O 0.418 0.251 -1.500
C -0.153 -0.948 -1.028
C -0.010 -1.038 0.482
O -0.902 -1.711 1.191
H -0.821 -0.350 1.210
H -1.310 1.172 0.513
H 0.073 1.239 1.677
H 0.475 2.168 -0.814
H 1.690 1.094 -0.094
H 0.360 -1.807 -1.479
H -1.221 -1.008 -1.275
H 1.044 -1.051 0.818
```

DFT total energy in a.u.: -307.52753
Molar mass in g/mol: 88.106

natural (NBO) atomic charge list, values in e, 4 entries: -0.66 -0.06 -0.52 -0.13

---

[15]
Formula: C4H8O2
Source: the OMol25 dataset
Level of theory: the ωB97M-V functional and the def2-TZVPD basis

```
14
Properties=species:S:1:pos:R:3
C 1.726 -0.416 -1.257
O 1.038 0.154 -0.138
C 0.309 -0.731 0.583
C -0.609 0.108 1.492
C -1.567 0.209 0.350
O -1.440 1.270 -0.526
H 1.086 -0.352 -2.138
H 1.976 -1.460 -1.064
H 2.622 0.180 -1.415
H -1.199 -0.845 -0.157
H -0.213 1.070 1.810
H -0.988 -0.473 2.338
H -2.602 0.014 0.549
H -0.481 1.376 -0.642
```

DFT total energy in a.u.: -307.54624
Molar mass in g/mol: 88.106

natural (NBO) atomic charge list, values in e, 4 entries: -0.25 -0.56 0.22 -0.56

---

[16]
Formula: C4H8O2
Source: the OMol25 dataset
Level of theory: the ωB97M-V functional and the def2-TZVPD basis

```
14
Properties=species:S:1:pos:R:3
C 1.499 1.300 1.876
C 1.027 0.104 1.592
C 0.374 -0.206 0.292
C 0.433 -1.389 -0.306
O -0.391 0.837 -0.190
H 1.378 2.086 1.138
H 2.190 1.461 2.691
H 1.172 -0.860 2.080
H 0.135 -1.455 -1.343
H 1.124 -2.083 0.134
H -1.019 0.399 -0.784
O -2.275 0.096 -2.336
H -3.103 0.289 -1.870
H -2.543 -0.580 -2.974
```

SMILES: C=CC(=C)O.O
DFT total energy in a.u.: -307.63340
Molar mass in g/mol: 88.106

natural (NBO) atomic charge list, values in e, 4 entries: -0.37 -0.24 0.31 -0.55

---

[17]
Formula: C4H8O2
Source: the OMol25 dataset
Level of theory: the ωB97M-V functional and the def2-TZVPD basis

```
14
Properties=species:S:1:pos:R:3
C 2.129 -0.025 -0.222
C 0.652 0.267 -0.183
O 0.363 1.448 -0.306
C -0.454 -0.760 -0.063
C -1.699 -0.087 0.534
O -2.218 0.913 -0.304
H 2.444 -1.016 -0.566
H 2.450 0.797 -0.861
H 2.582 0.167 0.757
H -0.686 -1.100 -1.084
H -0.149 -1.646 0.509
H -1.428 0.315 1.525
H -2.497 -0.819 0.680
H -1.489 1.547 -0.416
```

SMILES: CC(=O)CCO
DFT total energy in a.u.: -307.67655
Molar mass in g/mol: 88.106

natural (NBO) atomic charge list, values in e, 4 entries: -0.72 0.61 -0.59 -0.54

---

[18]
Formula: C4H8O2
Source: the OMol25 dataset
Level of theory: the ωB97M-V functional and the def2-TZVPD basis

```
14
Properties=species:S:1:pos:R:3
C -0.359 -0.063 -1.345
C 0.251 0.008 0.025
C 1.614 -0.662 0.110
O -0.524 -0.352 1.149
C -1.593 0.409 1.400
O -2.055 1.264 0.688
H 0.423 0.160 -2.081
H -0.769 -1.051 -1.567
H -1.126 0.702 -1.380
H 0.463 1.235 0.192
H 1.931 -1.129 1.049
H 1.684 0.467 0.175
H 2.048 -1.116 -0.794
H -1.988 0.125 2.380
```

SMILES: CC(C)OC=O
DFT total energy in a.u.: -307.60353
Molar mass in g/mol: 88.106

natural (NBO) atomic charge list, values in e, 4 entries: -0.65 0.13 -0.72 -0.50

---

[19]
Formula: C4H8O2
Source: the OMol25 dataset
Level of theory: the ωB97M-V functional and the def2-TZVPD basis

```
14
Properties=species:S:1:pos:R:3
C 2.209 0.825 0.113
O 0.975 0.515 -0.481
C -0.008 0.179 0.464
C -1.315 0.031 -0.271
C -1.855 -1.282 -0.612
O -2.375 -0.536 0.481
H 2.112 1.655 0.831
H 2.637 -0.041 0.641
H 2.889 1.126 -0.687
H -0.100 0.969 1.228
H 0.238 -0.760 0.989
H -1.591 0.885 -0.891
H -1.294 -2.176 -0.340
H -2.521 -1.389 -1.467
```

SMILES: COC[C@H]1CO1
DFT total energy in a.u.: -307.61929
Molar mass in g/mol: 88.106

natural (NBO) atomic charge list, values in e, 4 entries: -0.25 -0.53 -0.08 0.04

---

[20]
Formula: C4H8O2
Source: the OMol25 dataset
Level of theory: the ωB97M-V functional and the def2-TZVPD basis

```
14
Properties=species:S:1:pos:R:3
C 1.255 -1.179 0.985
C 0.201 -0.069 0.859
C -0.725 -0.347 -0.289
O -1.195 -1.446 -0.479
C -1.042 0.800 -1.233
O -0.762 2.094 -0.747
H 0.827 -2.094 1.393
H 2.117 -0.884 1.592
H 1.639 -1.428 -0.013
H 0.655 0.922 0.796
H -0.554 0.018 1.658
H -0.480 0.565 -2.148
H -2.105 0.754 -1.473
H 0.169 2.293 -0.901
```

SMILES: CCC(=O)CO
DFT total energy in a.u.: -307.66972
Molar mass in g/mol: 88.106

natural (NBO) atomic charge list, values in e, 4 entries: -0.60 -0.52 0.58 -0.55

---

Max |F| across the listed records, respectively: 0.50; 4.30; 1.87; 0.31; 0.41; 0.41; 0.39; 0.90; 0.45; 0.38; 0.99; 2.34; 0.41; 0.45; 2.33; 2.07; 0.75; 4.61; 0.34; 0.81 eV Å⁻¹.